The following is a quantum chemistry calculation of C2H3NO2S in the gas phase in a non-equilibrium geometry, from OMol25.

Summary:
HOMO-LUMO gap: 9.55 eV
LUMO energy: 0.1 eV
energy relative to the best compared isomer or geometry (same formula, charge and spin): 4.8382 eV
SMILES: O=CS/C=N/O

Geometry as ORCA input:
```
! wB97M-V def2-TZVPD RIJCOSX def2/J DEFGRID3
* xyz 0 1
O 1.242 1.516 0.083
C 1.866 0.465 -0.012
S 0.979 -1.012 -0.042
C -0.485 -0.091 -0.011
N -1.683 -0.542 0.235
O -2.666 0.518 -0.106
H 3.086 0.312 -0.174
H -0.120 0.931 -0.227
H -3.742 0.227 -0.257
*
```

These are the Löwdin partial charges, in e, on atoms 1 to 6:
1 O -0.082
2 C -0.578
3 S 0.996
4 C -0.493
5 N -0.036
6 O -0.194

---

The following is a quantum chemistry calculation of C5H6FN in the gas phase in a non-equilibrium geometry, from OMol25.

Summary:
HOMO-LUMO gap (alpha / beta): 8.26 / 7.42 eV
LUMO energy (alpha / beta): 0.0 / -0.7 eV
energy relative to the best compared isomer or geometry (same formula, charge and spin): 6.4675 eV

Geometry as ORCA input:
```
! wB97M-V def2-TZVPD RIJCOSX def2/J DEFGRID3
* xyz 0 1
C 1.791 -0.937 -0.099
C 1.647 0.490 -0.047
C -0.532 0.257 -0.323
C -0.513 -1.119 0.023
C -1.395 1.366 0.166
N 0.822 -1.689 0.124
F 2.262 1.309 -0.816
H 2.789 -1.283 -0.060
H -1.009 -1.261 0.952
H -1.148 -1.719 -0.760
H -2.361 1.268 -0.293
H -0.875 2.220 -0.113
H -1.478 1.099 1.246
*
```

These are the Löwdin partial charges, in e, on atoms 1 to 6:
1 C -0.226
2 C -0.055
3 C -0.040
4 C -0.295
5 C -0.094
6 N 0.036

---

The following is a quantum chemistry calculation of C17H15N3O3S2 in the gas phase in a non-equilibrium geometry, from OMol25.

Summary:
HOMO-LUMO gap: 8.00 eV
LUMO energy: 0.1 eV
energy relative to the best compared isomer or geometry (same formula, charge and spin): 1.1886 eV
SMILES: Cc1ccc(Nc2nnc(SCC(=O)c3ccc(O)cc3O)s2)cc1

Geometry as ORCA input:
```
! wB97M-V def2-TZVPD RIJCOSX def2/J DEFGRID3
* xyz 0 1
C 6.742 1.995 -0.481
C 5.560 1.104 -0.250
C 4.422 1.190 -1.042
C 3.334 0.362 -0.836
C 3.371 -0.581 0.184
N 2.315 -1.455 0.448
C 1.135 -1.556 -0.186
N 0.708 -0.843 -1.180
N -0.508 -1.158 -1.586
C -1.059 -2.115 -0.940
S -2.629 -2.750 -1.320
C -3.338 -2.798 0.374
C -3.163 -1.449 1.039
O -2.387 -1.373 1.990
C -3.870 -0.301 0.508
C -4.789 -0.391 -0.552
C -5.426 0.714 -1.047
C -5.163 1.977 -0.498
O -5.809 3.040 -1.016
C -4.266 2.097 0.548
C -3.616 0.979 1.066
O -2.771 1.170 2.076
S -0.029 -2.781 0.347
C 4.506 -0.677 0.987
C 5.583 0.157 0.768
H 7.595 1.410 -0.823
H 7.031 2.494 0.443
H 6.520 2.750 -1.231
H 4.381 1.919 -1.838
H 2.456 0.437 -1.456
H 2.460 -2.091 1.219
H -2.809 -3.556 0.953
H -4.382 -3.078 0.253
H -5.000 -1.349 -0.997
H -6.128 0.641 -1.861
H -5.537 3.851 -0.567
H -4.047 3.059 0.990
H -2.394 0.291 2.332
H 4.541 -1.408 1.783
H 6.458 0.073 1.397
*
```

These are the Löwdin partial charges, in e, on atoms 1 to 6:
1 C -0.057
2 C -0.291
3 C -0.038
4 C -0.013
5 C -0.236
6 N 0.057

---

The following is a quantum chemistry calculation of a 2-piece molecular cluster, C16H17N overall in a non-equilibrium geometry, from OMol25.

Summary:
HOMO-LUMO gap: 8.63 eV
LUMO energy: 0.8 eV
energy relative to the best compared isomer or geometry (same formula, charge and spin): 4.1100 eV
SMILES: Cc1c[nH]c2ccccc12.Cc1ccccc1

Geometry as ORCA input:
```
! wB97M-V def2-TZVPD RIJCOSX def2/J DEFGRID3
* xyz 0 1
C -3.496 3.905 -0.980
C -2.822 2.768 -0.345
C -2.921 2.035 0.867
N -2.167 0.851 0.765
C -1.490 0.823 -0.448
C -0.681 -0.098 -1.101
C -0.353 0.111 -2.424
C -0.555 1.314 -3.084
C -1.277 2.273 -2.432
C -1.891 1.935 -1.209
H -4.535 3.686 -1.068
H -3.230 3.923 -2.061
H -3.425 4.930 -0.446
H -3.496 2.169 1.793
H -2.125 0.177 1.366
H -0.430 -0.998 -0.605
H 0.051 -0.817 -2.828
H -0.188 1.455 -3.975
H -1.336 3.264 -2.838
C 2.664 -3.341 -0.481
C 2.631 -2.514 0.809
C 1.824 -1.366 0.786
C 1.422 -0.747 2.006
C 2.156 -1.260 3.191
C 2.895 -2.368 3.206
C 3.208 -3.006 1.935
H 3.313 -4.281 -0.188
H 3.103 -2.959 -1.386
H 1.612 -3.778 -0.714
H 1.378 -0.985 -0.029
H 0.874 -0.030 2.048
H 1.942 -0.432 3.831
H 3.415 -2.855 4.083
H 3.931 -3.787 1.959
*
```

These are the Löwdin partial charges, in e, on atoms 1 to 6:
1 C -0.079
2 C -0.196
3 C -0.018
4 N 0.088
5 C -0.195
6 C -0.046

---

The following is a quantum chemistry calculation of C8H11NO in the gas phase in a non-equilibrium geometry, from OMol25.

Summary:
HOMO-LUMO gap (alpha / beta): 6.93 / 7.97 eV
LUMO energy (alpha / beta): -0.3 / 0.1 eV
energy relative to the best compared isomer or geometry (same formula, charge and spin): 7.0296 eV

Geometry as ORCA input:
```
! wB97M-V def2-TZVPD RIJCOSX def2/J DEFGRID3
* xyz 0 1
C 0.190 0.633 -1.885
C -0.970 -0.352 1.610
C -0.683 0.078 -0.866
C -0.357 0.554 0.543
C 0.815 -0.486 -1.057
N -0.595 1.977 0.733
C 1.005 -1.829 -1.179
O -1.845 -0.574 -1.224
C 1.190 0.307 0.442
C 2.187 0.588 1.143
H -1.965 -1.355 -0.665
H -0.024 2.305 1.507
H -1.576 2.149 0.934
H 0.609 1.626 -1.766
H -0.027 0.330 -2.901
H -0.717 -1.404 1.442
H -2.060 -0.251 1.623
H -0.578 -0.071 2.588
H 0.170 -2.515 -1.292
H 1.982 -2.267 -1.007
H 3.248 0.556 1.278
*
```

These are the Löwdin partial charges, in e, on atoms 1 to 6:
1 C 0.017
2 C -0.017
3 C -0.403
4 C -0.480
5 C -0.262
6 N 0.096

---

The following is a quantum chemistry calculation of C21H18MnN4O2STe as an isolated structure in a non-equilibrium geometry, from OMol25.

Summary:
HOMO-LUMO gap (alpha / beta): 5.29 / 5.22 eV
LUMO energy (alpha / beta): -0.9 / -1.1 eV
energy relative to the best compared isomer or geometry (same formula, charge and spin): 0.9383 eV
<S²>: 8.76

Geometry as ORCA input:
```
! wB97M-V def2-TZVPD RIJCOSX def2/J DEFGRID3
* xyz 0 6
Mn 0.160 1.206 0.100
C -1.929 3.686 -2.785
C -2.984 2.864 -3.164
C -3.138 1.649 -2.531
C -2.228 1.257 -1.555
N -1.168 2.041 -1.230
C -1.058 3.232 -1.817
C -2.311 0.012 -0.787
C -3.302 -0.948 -0.886
C -3.252 -2.051 -0.048
C -2.223 -2.173 0.867
C -1.244 -1.190 0.911
N -1.296 -0.137 0.082
C -0.101 -1.134 1.831
C 0.076 -1.999 2.904
C 1.108 -1.781 3.793
C 1.954 -0.698 3.586
C 1.741 0.101 2.482
N 0.751 -0.101 1.612
H -1.772 4.650 -3.247
H -3.675 3.180 -3.934
H -3.957 0.991 -2.786
H -0.226 3.841 -1.485
H -4.100 -0.835 -1.607
H -4.020 -2.810 -0.101
H -2.175 -3.022 1.533
H -0.602 -2.829 3.044
H 1.242 -2.429 4.649
H 2.765 -0.480 4.266
H 2.387 0.945 2.273
N 2.229 1.874 -1.343
C 2.609 3.231 -0.935
C 1.970 3.578 0.437
O 2.401 4.518 1.079
O 0.992 2.804 0.751
H 2.923 1.205 -1.036
H 2.156 1.776 -2.346
H 2.226 3.958 -1.653
H 3.686 3.385 -0.858
Te 0.811 -1.076 -2.226
C 1.109 -2.631 -0.856
C 2.089 -2.773 0.089
C 2.022 -4.000 0.805
C 0.987 -4.785 0.401
S 0.107 -4.037 -0.871
H 2.832 -2.008 0.271
H 2.721 -4.286 1.579
H 0.709 -5.770 0.744
*
```

These are the Löwdin partial charges, in e, on atoms 1 to 6:
1 Mn 0.763
2 C -0.033
3 C -0.038
4 C 0.007
5 C -0.196
6 N 0.034

---

The following is a quantum chemistry calculation of a 2-piece molecular cluster, C3H10N2S overall in a non-equilibrium geometry, from OMol25.

Summary:
HOMO-LUMO gap: 9.89 eV
LUMO energy: 0.7 eV
energy relative to the best compared isomer or geometry (same formula, charge and spin): 0.8229 eV
SMILES: [H]/N=C/N.CCS

Geometry as ORCA input:
```
! wB97M-V def2-TZVPD RIJCOSX def2/J DEFGRID3
* xyz 0 1
H 3.561 -0.292 0.135
N 3.419 0.261 -0.714
C 2.246 0.744 -0.603
N 1.801 1.753 -1.450
H 1.438 0.718 0.132
H 2.469 2.146 -2.098
H 0.811 1.782 -1.599
C -1.106 -1.276 1.356
C -2.394 -0.681 0.784
S -1.979 0.844 -0.245
H -0.574 -1.535 0.421
H -0.475 -0.532 1.827
H -1.270 -2.273 1.762
H -2.874 -1.331 0.067
H -3.091 -0.415 1.574
H -1.982 0.087 -1.349
*
```

These are the Löwdin partial charges, in e, on atoms 1 to 6:
1 H 0.029
2 N 0.054
3 C -0.397
4 N 0.054
5 H 0.095
6 H 0.087

---

The following is a quantum chemistry calculation of C31H57Br2N4O33S8 as an isolated structure in a non-equilibrium geometry, from OMol25.

Summary:
HOMO-LUMO gap: 7.81 eV
LUMO energy: -3.8 eV

Geometry as ORCA input:
```
! wB97M-V def2-TZVPD RIJCOSX def2/J DEFGRID3
* xyz 1 1
C 3.594 -1.559 -1.799
C 2.203 -1.293 -1.226
Br 1.521 -2.939 -0.468
C 1.315 -0.590 -2.325
Br -0.301 -1.595 -2.767
N 1.014 0.778 -1.869
C 1.911 1.798 -2.439
C 2.468 2.791 -1.435
C 3.621 3.474 -1.802
C 4.174 4.424 -0.963
C 3.585 4.682 0.265
C 2.446 4.002 0.646
C 1.890 3.053 -0.203
C -0.345 1.130 -1.939
N -0.904 1.487 -3.164
N -1.067 1.217 -0.853
C -0.593 0.455 0.373
N -1.239 -0.802 0.561
C -2.541 1.159 -1.025
C -3.151 2.551 -1.268
C -4.606 2.521 -0.786
O -5.432 3.492 -1.416
H 3.918 -0.710 -2.402
H 3.532 -2.443 -2.442
H 4.306 -1.788 -1.010
H 2.307 -0.578 -0.412
H 1.919 -0.592 -3.229
H 2.770 1.286 -2.876
H 1.448 2.360 -3.258
H 4.089 3.284 -2.763
H 5.061 4.969 -1.259
H 4.012 5.411 0.943
H 1.954 4.198 1.589
H 1.001 2.520 0.101
H -1.412 0.823 -3.719
H -0.798 2.437 -3.476
H -0.830 1.086 1.234
H 0.485 0.343 0.382
H -1.993 -0.768 1.229
H -1.532 -1.264 -0.287
H -2.832 0.451 -1.799
H -2.988 0.800 -0.098
H -3.068 2.860 -2.308
H -2.605 3.224 -0.600
H -5.013 1.527 -1.019
H -4.665 2.617 0.303
H -4.826 4.103 -1.846
C -5.337 -4.820 1.757
C -4.709 -4.423 3.074
O -3.437 -3.848 2.695
S -3.577 -3.123 1.297
O -3.783 -1.725 1.517
O -2.543 -3.573 0.435
O -4.961 -3.748 0.856
H -4.925 -5.750 1.372
H -6.417 -4.901 1.811
H -4.559 -5.262 3.742
H -5.292 -3.653 3.583
C -1.735 7.555 2.085
C -1.412 6.269 1.352
O -0.081 6.463 0.862
S 0.737 7.380 1.904
O 1.512 6.535 2.744
O 1.324 8.447 1.181
O -0.511 7.912 2.730
H -2.007 8.357 1.395
H -2.521 7.432 2.824
H -2.090 6.075 0.525
H -1.408 5.414 2.034
C 7.930 0.913 1.220
C 7.266 2.268 1.350
O 6.320 2.297 0.264
S 5.760 0.833 0.003
O 4.506 0.671 0.651
O 5.909 0.534 -1.381
O 6.861 0.034 0.827
H 8.686 0.908 0.433
H 8.373 0.569 2.150
H 7.966 3.093 1.257
H 6.715 2.360 2.287
C -3.078 -9.355 2.787
C -4.295 -10.024 2.188
O -5.354 -9.709 3.115
S -5.102 -8.280 3.757
O -5.861 -7.300 3.051
O -5.191 -8.384 5.166
O -3.575 -8.113 3.322
H -2.666 -9.941 3.610
H -2.302 -9.166 2.054
H -4.185 -11.099 2.093
H -4.550 -9.599 1.216
C 6.216 -3.244 -4.131
C 7.249 -2.267 -3.610
O 8.235 -3.104 -2.993
S 8.341 -4.495 -3.783
O 9.421 -4.436 -4.698
O 8.216 -5.547 -2.843
O 6.974 -4.356 -4.611
H 5.560 -3.595 -3.330
H 5.617 -2.827 -4.937
H 6.844 -1.565 -2.884
H 7.724 -1.714 -4.424
C 1.767 -9.599 -0.606
C 1.136 -8.907 0.583
O -0.252 -8.792 0.226
S -0.683 -10.050 -0.670
O -1.306 -11.010 0.174
O -1.311 -9.567 -1.843
O 0.785 -10.561 -1.020
H 1.938 -8.905 -1.431
H 2.697 -10.101 -0.356
H 1.555 -7.923 0.774
H 1.209 -9.516 1.486
C 0.623 11.958 6.407
C 1.662 11.561 5.378
O 1.347 10.194 5.074
S -0.230 9.967 5.172
O -0.794 10.043 3.873
O -0.471 8.846 6.007
O -0.579 11.311 5.963
H 0.874 11.577 7.398
H 0.470 13.032 6.458
H 2.678 11.635 5.754
H 1.568 12.148 4.463
C -7.667 0.604 -3.010
C -6.386 0.977 -3.727
O -6.502 0.355 -5.008
S -8.043 0.329 -5.462
O -8.291 1.426 -6.322
O -8.372 -0.998 -5.828
O -8.671 0.664 -4.027
H -7.627 -0.417 -2.623
H -7.909 1.288 -2.201
H -5.499 0.617 -3.212
H -6.315 2.057 -3.870
*
```

These are the Löwdin partial charges, in e, on atoms 1 to 6:
1 C -0.162
2 C -0.749
3 Br 0.716
4 C -0.609
5 Br 0.831
6 N -0.098

---

The following is a quantum chemistry calculation of C5H3AlO6 as an isolated structure in a non-equilibrium geometry, from OMol25.

Summary:
HOMO-LUMO gap (alpha / beta): 5.79 / 5.90 eV
LUMO energy (alpha / beta): -13.7 / -13.5 eV
energy relative to the best compared isomer or geometry (same formula, charge and spin): 6.3743 eV

Geometry as ORCA input:
```
! wB97M-V def2-TZVPD RIJCOSX def2/J DEFGRID3
* xyz 2 1
O -1.360 0.382 -1.265
C -0.417 -0.598 -1.095
Al -0.776 -1.030 1.387
C -0.424 0.856 0.793
O 0.221 1.700 1.461
C 0.269 -0.942 -2.573
O 1.172 -1.774 -2.578
C 0.424 -0.249 0.016
O 1.678 -0.201 0.152
C -1.474 1.225 -0.163
O -2.150 2.216 -0.201
H 0.012 -0.533 -3.532
O 0.746 -0.702 2.606
H 0.606 0.162 3.049
H 1.473 -0.511 1.944
*
```

These are the Löwdin partial charges, in e, on atoms 1 to 6:
1 O 0.173
2 C 0.044
3 Al 1.212
4 C -0.321
5 O 0.292
6 C 0.024

---

The following is a quantum chemistry calculation of C3H9NO2 as an isolated structure in a non-equilibrium geometry, from OMol25.

Summary:
HOMO-LUMO gap: 9.78 eV
LUMO energy: 0.7 eV
energy relative to the best compared isomer or geometry (same formula, charge and spin): 4.6056 eV

Geometry as ORCA input:
```
! wB97M-V def2-TZVPD RIJCOSX def2/J DEFGRID3
* xyz 0 1
C -1.005 0.122 -0.327
C -0.149 1.370 0.041
C 1.824 -0.485 0.022
N -0.414 -1.050 0.290
O 1.139 1.135 0.425
O -2.312 0.328 0.170
H -2.856 -0.439 -0.046
H -1.025 -0.039 -1.413
H -0.333 -1.898 -0.257
H -0.422 -0.966 1.301
H -0.668 1.907 0.852
H -0.167 2.041 -0.839
H 1.815 -0.327 -1.053
H 2.728 -0.160 0.523
H 1.845 -1.538 0.311
*
```

These are the Löwdin partial charges, in e, on atoms 1 to 6:
1 C -0.433
2 C -0.267
3 C 0.036
4 N 0.032
5 O -0.189
6 O -0.033

---

The following is a quantum chemistry calculation of C5H10O2 as an isolated structure in a non-equilibrium geometry, from OMol25.

Summary:
HOMO-LUMO gap (alpha / beta): 7.32 / 7.66 eV
LUMO energy (alpha / beta): 0.4 / 0.6 eV
energy relative to the best compared isomer or geometry (same formula, charge and spin): 5.7550 eV

Geometry as ORCA input:
```
! wB97M-V def2-TZVPD RIJCOSX def2/J DEFGRID3
* xyz 0 1
C 1.051 -0.128 0.815
C 0.215 0.560 -1.280
C 1.372 -1.565 0.534
C -1.463 0.150 -0.371
C -2.421 1.096 -0.276
O 1.083 0.726 -0.229
O 1.709 0.370 1.903
H 1.612 1.336 1.909
H -0.672 -0.118 0.590
H 0.132 1.494 -1.823
H 0.393 -0.352 -1.847
H -1.743 -0.811 -0.795
H 1.367 -2.128 1.465
H 0.635 -1.991 -0.145
H 2.365 -1.653 0.073
H -2.220 2.071 0.151
H -3.414 0.944 -0.675
*
```

These are the Löwdin partial charges, in e, on atoms 1 to 6:
1 C -0.477
2 C -0.073
3 C -0.011
4 C -0.216
5 C -0.064
6 O -0.085

---

The following is a quantum chemistry calculation of CH2N4OS in the gas phase in a non-equilibrium geometry, from OMol25.

Summary:
HOMO-LUMO gap: 8.54 eV
LUMO energy: -0.9 eV
energy relative to the best compared isomer or geometry (same formula, charge and spin): 2.2261 eV
SMILES: On1[nH]nnc1=S

Geometry as ORCA input:
```
! wB97M-V def2-TZVPD RIJCOSX def2/J DEFGRID3
* xyz 0 1
O 0.337 1.648 -0.191
N -0.011 0.449 0.414
N -1.196 0.073 -0.037
N -1.295 -1.238 -0.193
N -0.119 -1.657 -0.038
C 0.825 -0.658 0.125
S 2.375 -0.542 -0.024
H 1.245 1.583 -0.432
H -2.161 0.342 0.375
*
```

These are the Löwdin partial charges, in e, on atoms 1 to 6:
1 O 0.016
2 N -0.151
3 N -0.037
4 N 0.055
5 N 0.009
6 C -0.897

---

Number 1: calculated total energy -681.281519 a.u.. Number 2: calculated total energy -348.494548 a.u.. Number 3: calculated total energy -1843.182612 a.u.. Number 4: calculated total energy -674.505588 a.u.. Number 5: calculated total energy -441.189243 a.u.. Number 6: calculated total energy -2997.829270 a.u.. Number 7: calculated total energy -627.964389 a.u.. Number 8: calculated total energy -12250.452251 a.u.. Number 9: calculated total energy -885.222602 a.u.. Number 10: calculated total energy -324.803359 a.u.. Number 11: calculated total energy -346.813941 a.u.. Number 12: calculated total energy -731.594835 a.u..